1.
The following is a DFT calculation (the ωB97M-V functional and the def2-TZVPD basis) of a structure of composition C5H18MnN6O11 in a non-equilibrium geometry.

```
! wB97M-V def2-TZVPD RIJCOSX def2/J DEFGRID3
* xyz 0 6
H 3.75644 0.74827 2.68806
H 0.64051 1.19382 -2.87171
H 2.48327 -0.49023 -4.87819
C 2.00922 -0.26052 -2.96655
H 2.91500 -1.17866 -0.75552
Mn -0.23806 -0.38916 1.19824
C -3.33640 -1.44040 0.99873
H -3.22949 -1.62646 -0.86158
H -3.33682 2.80424 -1.41468
O -4.05945 -1.42850 2.06990
O -2.12392 -1.26370 1.03536
O -2.00008 0.24908 4.11941
O 0.26772 -1.80897 2.52820
N -2.56406 2.52035 -0.82958
N -2.48501 0.81457 -2.04371
H 0.93654 0.25772 -1.40195
N 1.16221 0.49936 -2.35630
H 1.05040 -2.25515 2.85157
C 3.02612 0.00089 0.89763
N 2.02134 0.10609 -4.20654
H 4.47768 -0.84959 -0.30127
N 3.50638 -0.80215 -0.02846
N 3.93262 0.37234 1.76733
H 0.43374 -1.40245 -1.25750
O 2.44344 -1.31493 -2.61056
H 4.86277 0.28636 1.38323
H -0.13264 -2.54974 -0.44829
O -3.89982 -1.83682 -0.20736
H -2.13762 -0.11655 -2.22378
C -1.36767 1.17398 3.60023
O 0.21368 -1.66151 -0.36268
C -1.95019 1.39405 -1.03453
H 1.73649 1.04722 -4.43727
O -1.43630 2.40741 4.02726
H -0.45226 -2.19629 3.02604
O -0.99420 0.99765 -0.36412
H -1.83540 2.23451 4.88308
O -0.57980 1.01389 2.62479
H -2.29182 3.30625 -0.25657
H -3.22503 1.26178 -2.56571
O 1.80048 0.18207 0.98525
*
```

HOMO level (alpha / beta) (eV): -7.3 / -7.3
<S²>: 8.752
HOMO-LUMO gap (alpha / beta) (eV): 7.0 / 7.0

---

2.
The following is a DFT calculation (the ωB97M-V functional and the def2-TZVPD basis) of an isolated molecule of C2H2N4O in a non-equilibrium geometry.

```
! wB97M-V def2-TZVPD RIJCOSX def2/J DEFGRID3
* xyz 0 1
C -0.73654 -0.75608 -0.03568
N 0.48911 -1.11700 0.03716
O 2.66641 -0.87611 0.25286
N -0.15330 1.47326 0.01838
N 0.84262 2.00465 -0.04507
H -1.50642 -1.49962 -0.14572
H -2.11690 0.96034 0.17442
C -1.10180 0.62980 0.08383
N 1.61680 -0.81922 -0.34016
*
```

HOMO level (alpha / beta) (eV): -8.2 / -8.2
Energy relative to the best compared isomer or geometry (same formula, charge and spin) (kJ/mol): 348.1
HOMO-LUMO gap (alpha / beta) (eV): 8.0 / 8.0

---

3.
The following is a DFT calculation (the ωB97M-V functional and the def2-TZVPD basis) of an isolated molecule of C4H13B2O6P.

```
! wB97M-V def2-TZVPD RIJCOSX def2/J DEFGRID3
* xyz 0 1
H -0.95762 -1.06630 0.62456
C 0.50145 1.50269 2.05634
H -3.24685 -1.16261 -2.19232
C -0.71887 1.09902 2.86874
O 2.32614 -1.15247 -0.83478
H 1.95971 -1.84205 -2.76462
B 1.82836 0.12662 -0.96427
O -2.89487 -0.26787 -2.15832
O -2.60081 1.68003 -0.56247
H 2.87854 -2.91882 -1.69518
H 0.83164 2.50352 2.33971
H 3.34064 1.38750 -1.36057
H -0.61404 1.44081 3.90117
O 2.51798 1.05847 -1.72286
C -0.90985 -0.52282 -0.32981
P -2.51770 0.22933 -0.67611
H -0.87560 0.01777 2.88350
H -3.23386 -1.35862 0.65493
H -1.60420 1.57629 2.44337
C 2.73145 -1.88180 -1.99248
H 3.66207 -1.49056 -2.40860
H 1.34006 0.82007 2.23918
H -0.70041 -1.27055 -1.09892
O 0.20839 1.56270 0.66148
O -3.57599 -0.55382 0.25965
B 0.32425 0.48348 -0.17129
*
```

HOMO level (eV): -9.0
HOMO-LUMO gap (eV): 9.2
SMILES: CCOB(CP(=O)(O)O)B(O)OC

---

4.
The following is a DFT calculation (the ωB97M-V functional and the def2-TZVPD basis) of a structure of composition C4H8CrO3 in a non-equilibrium geometry.

```
! wB97M-V def2-TZVPD RIJCOSX def2/J DEFGRID3
* xyz 2 5
O -0.74040 1.28103 0.12191
O 2.66549 0.99926 -0.66839
C 3.13784 0.23630 0.27806
H -3.15844 -0.61128 -0.15597
H -3.82419 1.02904 -0.05773
Cr 0.79501 0.79424 -0.90005
H -0.16978 -2.16101 0.19041
H 2.92628 0.51758 1.32540
O 1.14210 -1.07964 -1.13107
H -2.69375 0.58481 -1.40856
C -2.93338 0.45009 -0.34815
H 4.07920 -0.30659 0.09014
H -2.11189 1.16587 1.56356
H 1.78121 -1.99795 0.60040
C 0.92728 -1.74200 -0.04582
C -1.82257 0.84026 0.54586
*
```

HOMO level (alpha / beta) (eV): -18.9 / -20.2
<S²>: 6.010
Energy relative to the best compared isomer or geometry (same formula, charge and spin) (kJ/mol): 0.0
HOMO-LUMO gap (alpha / beta) (eV): 8.5 / 9.8

---

5.
The following is a DFT calculation (the ωB97M-V functional and the def2-TZVPD basis) of the ion C2H4N2O4S with charge -2 in a non-equilibrium geometry.

```
! wB97M-V def2-TZVPD RIJCOSX def2/J DEFGRID3
* xyz -2 1
H 1.37408 0.75247 -2.08276
C 0.43751 0.79757 -1.47113
S -0.54632 0.65605 0.97692
N -1.24535 -0.75910 0.73582
O 0.10477 0.74001 2.25374
H -0.32306 1.61680 -1.88816
H 0.05081 -0.26166 -1.53473
O 0.75775 -1.90994 0.68052
O -1.59827 1.64581 0.68463
O -1.09999 -3.02132 0.99687
C -0.49419 -1.90250 0.81619
N 0.90409 1.14649 -0.15120
H 1.67817 0.49932 -0.01671
*
```

HOMO level (eV): 0.5
HOMO-LUMO gap (eV): 5.9
SMILES: CN[S@@](=O)([O-])=NC(=O)[O-]

---

6.
The following is a DFT calculation (the ωB97M-V functional and the def2-TZVPD basis) of a cluster of 2 separate species, C3H12N in total.

```
! wB97M-V def2-TZVPD RIJCOSX def2/J DEFGRID3
* xyz 1 1
C -1.07657 0.95727 -0.45632
H 2.57422 1.08211 1.07190
C -0.75807 -0.51883 -0.74000
C -0.66640 -1.42576 0.48381
H 2.34906 0.57729 -0.49259
H 0.11370 -0.65968 -1.38753
H -1.26202 1.17976 0.59860
N 1.89991 0.67116 0.41844
H -0.32667 1.64807 -0.86524
H 1.61886 -0.23288 0.81436
H -0.48400 -2.45548 0.20721
H 0.08962 -1.09589 1.20606
H -1.96586 1.27328 -0.95047
H 1.05637 1.25576 0.38354
H -1.58996 -1.38285 1.05329
H -1.57218 -0.87332 -1.34505
*
```

HOMO level (eV): -15.5
Energy relative to the best compared isomer or geometry (same formula, charge and spin) (kJ/mol): 36.9
HOMO-LUMO gap (eV): 11.5